114
Properties=species:S:1:pos:R:3:lowdin_charge:R:1 method="wB97M-V/def2-TZVPD" smiles=COC[C@H](C)N.COC[C@H](C)N.COC[C@H](C)N.COC[C@H](C)N.COC[C@H](C)N.COC[C@H](C)N.CO.CO total_charge=0 energy_ev=-53477.698
C 0.91819 1.16361 -4.96325 -0.055
C 0.45121 0.98442 -3.52788 -0.464
C -0.67460 1.96594 -3.20472 -0.207
O -1.74995 1.63557 -4.05173 -0.211
C -2.89023 2.38540 -3.99979 -0.137
N 0.07118 -0.38157 -3.29152 0.055
H 0.14195 0.85757 -5.66224 0.079
H 1.85887 0.61893 -5.12755 0.063
H 1.03362 2.20217 -5.22762 0.071
H 1.24675 1.31588 -2.81693 0.137
H -0.34111 3.04870 -3.40036 0.147
H -1.04208 1.97047 -2.18021 0.099
H -2.92125 3.26890 -4.64257 0.089
H -3.05547 2.78567 -2.97079 0.082
H -3.73171 1.75644 -4.24666 0.084
H -0.88573 -0.40900 -3.71349 0.087
H -0.14419 -0.48173 -2.26665 0.069
C -7.65668 0.19663 0.19747 -0.081
C -6.13611 0.16557 0.59053 -0.377
C -5.31265 -0.23515 -0.65824 -0.244
O -3.99434 -0.38129 -0.27113 -0.202
C -2.99671 -0.57659 -1.26950 -0.066
N -5.77586 1.51590 1.14269 0.024
H -7.87465 0.74204 -0.75828 0.082
H -8.26001 0.70447 0.93407 0.056
H -8.08086 -0.81824 0.12845 0.071
H -6.03242 -0.49143 1.48093 0.142
H -5.42417 0.56402 -1.41621 0.123
H -5.65463 -1.14205 -1.18783 0.128
H -3.22375 -1.58442 -1.64751 0.097
H -2.06812 -0.53319 -0.74978 0.067
H -3.04564 0.13753 -2.09744 0.076
H -4.86254 1.46108 1.61249 0.061
H -5.63465 2.22810 0.42671 0.054
C 4.20857 -2.64215 4.68539 -0.068
C 3.26987 -1.83194 5.55342 -0.484
C 1.77152 -1.95099 5.20671 -0.191
O 1.44109 -1.78586 3.81473 -0.207
C 0.15724 -2.32609 3.45009 -0.089
N 3.48236 -2.15146 6.95528 0.013
H 5.17167 -2.64754 5.22947 0.083
H 4.30735 -2.20552 3.68506 0.076
H 3.83202 -3.69468 4.60947 0.091
H 3.63885 -0.80492 5.47642 0.135
H 1.17797 -1.19165 5.77552 0.129
H 1.47873 -3.03389 5.47076 0.139
H -0.70206 -1.82445 3.90447 0.076
H 0.10236 -3.35777 3.78691 0.084
H 0.09137 -2.30098 2.41807 0.050
H 2.85047 -1.61640 7.56199 0.075
H 3.23390 -3.15374 7.09681 0.088
C -1.45999 -5.05840 -0.79896 -0.072
C -0.27659 -4.10315 -1.10900 -0.406
C 0.76055 -4.33411 0.00900 -0.267
O 1.91431 -3.66512 -0.29994 -0.199
C 2.89307 -3.94030 0.71627 -0.078
N 0.28767 -4.48830 -2.41592 0.049
H -1.98469 -4.63451 0.08254 0.079
H -1.04083 -6.06876 -0.67633 0.074
H -2.25413 -5.16653 -1.55688 0.074
H -0.58332 -3.07300 -1.17082 0.117
H 0.98092 -5.43419 -0.06308 0.131
H 0.40460 -4.09902 1.04727 0.121
H 3.27110 -4.94790 0.61382 0.089
H 2.49123 -3.72146 1.69191 0.066
H 3.69463 -3.21673 0.58102 0.071
H 0.65444 -5.40081 -2.34842 0.047
H 1.09493 -3.89128 -2.58541 0.063
C 3.99286 -0.37382 -3.63240 -0.075
C 4.90530 -1.26296 -2.81901 -0.437
C 6.06194 -0.48433 -2.25684 -0.276
O 5.57600 0.56783 -1.53769 -0.202
C 6.56703 1.17632 -0.71756 -0.078
N 4.12093 -1.81236 -1.71311 0.056
H 4.39962 -0.02131 -4.56938 0.076
H 3.72393 0.53038 -3.09805 0.071
H 3.02336 -0.85815 -3.78528 0.066
H 5.35820 -2.10240 -3.39633 0.147
H 6.58582 -0.07317 -3.12545 0.127
H 6.74684 -1.21033 -1.73365 0.144
H 7.29588 1.68610 -1.34179 0.088
H 6.93165 0.43719 -0.00883 0.089
H 6.07313 1.95147 -0.09901 0.093
H 3.95665 -0.94900 -1.20721 0.050
H 3.21491 -2.16842 -2.09435 0.084
C -0.23193 4.46084 -0.12591 -0.020
C -1.27630 4.87082 0.96640 -0.398
C -2.67985 4.56369 0.53407 -0.221
O -3.02643 5.56713 -0.42064 -0.172
C -4.29759 5.23110 -0.93200 -0.122
N -1.12570 4.14868 2.24763 0.024
H -0.43833 5.21227 -0.89362 0.082
H -0.34138 3.44171 -0.44575 0.052
H 0.79873 4.68653 0.16538 0.079
H -1.11962 5.89521 1.17330 0.121
H -3.41595 4.62826 1.34821 0.128
H -2.67819 3.51896 0.16233 0.134
H -5.02419 5.33767 -0.08785 0.094
H -4.39711 4.16648 -1.27661 0.084
H -4.61820 5.92751 -1.68957 0.081
H -1.78645 4.52883 2.92160 0.089
H -0.20992 4.27628 2.68596 0.098
C -1.55803 1.17835 3.59598 -0.125
O -1.23787 1.24473 2.19344 -0.186
H -1.19246 0.24909 3.97024 0.039
H -1.06910 2.04054 4.11807 0.084
H -2.63219 1.26910 3.73988 0.072
H -1.11696 2.22054 1.98037 0.049
C 1.95639 0.59400 0.53869 -0.144
O 0.59633 0.50650 0.14719 -0.153
H 2.06860 1.20359 1.44775 0.081
H 2.26554 -0.42233 0.79968 0.071
H 2.57287 1.02866 -0.24903 0.070
H 0.06838 0.51546 0.95964 0.028

***

126
Properties=species:S:1:pos:R:3:lowdin_charge:R:1 method="wB97M-V/def2-TZVPD" total_charge=-1 energy_ev=-100490.647
N 0.45050 -0.21091 -1.27219 -0.414
O 0.16647 -1.40379 -1.48818 -0.201
O -0.14589 0.69310 -1.83269 -0.090
O 1.34919 -0.05698 -0.44744 -0.177
O 0.48317 -1.29126 1.08715 -0.248
P -0.28000 -0.22219 1.80859 0.684
N -0.70997 -0.65602 3.40480 -0.258
C 0.29639 -0.77287 4.46822 -0.161
C -1.86692 -1.59786 3.65812 -0.082
N -1.69402 0.29522 1.01757 -0.228
C -2.17942 -0.53099 -0.12876 -0.119
C -2.57853 1.33960 1.50546 -0.145
N 0.51456 1.27289 1.91832 -0.296
C 1.46551 1.71629 0.84299 -0.113
C 0.18498 2.30908 2.90102 -0.124
H -0.15532 -0.55489 5.43598 0.085
H 1.19591 -0.24665 4.14875 -0.072
H 0.56950 -1.82049 4.59475 0.093
H -1.54661 -2.60303 3.38402 0.079
H -2.81258 -1.27780 3.22062 0.062
H -2.12019 -1.44334 4.70696 0.065
H -2.91108 -1.27391 0.18881 0.118
H -2.66705 0.20633 -0.76647 0.108
H -1.38301 -0.87216 -0.79015 0.047
H -3.60569 1.05840 1.27317 0.024
H -2.38736 1.72893 2.50545 0.116
H -2.37122 2.16930 0.82966 -0.019
H 0.89158 1.67386 -0.08269 -0.009
H 1.85764 2.71198 1.05022 0.115
H 2.24843 0.96078 0.77698 0.025
H -0.54115 2.98557 2.45024 0.000
H 1.00795 3.00866 3.04732 0.116
H -0.10727 1.83634 3.83868 0.117
O 0.85321 -3.15105 -1.03222 -0.248
P -0.12377 -3.84358 -1.92294 0.714
N 0.09600 -5.58495 -2.07749 -0.304
C 1.44836 -6.17761 -2.09367 -0.130
C -0.79116 -6.53438 -2.84686 -0.130
N -0.18706 -3.21663 -3.54913 -0.297
C 0.73538 -2.17049 -3.92247 -0.129
C -1.07855 -3.68978 -4.60083 -0.119
N -1.78479 -3.69726 -1.46981 -0.242
C -2.45135 -2.39748 -1.53785 -0.157
C -2.39937 -4.54832 -0.42085 -0.106
H 2.08733 -5.71072 -1.34411 0.074
H 1.92292 -5.94670 -3.04738 0.067
H 1.28778 -7.25427 -2.03765 0.066
H -1.80065 -6.12867 -2.91347 0.056
H -0.89017 -7.52844 -2.41082 0.074
H -0.39605 -6.44808 -3.85905 0.064
H 0.70652 -1.43361 -3.11980 0.052
H 1.73619 -2.51729 -4.17978 0.080
H 0.37140 -1.68744 -4.82926 0.079
H -0.69513 -4.49943 -5.22177 0.068
H -1.87616 -4.24377 -4.10586 0.062
H -1.49478 -2.82700 -5.12087 0.082
H -2.37228 -2.11404 -2.58737 0.041
H -3.52134 -2.46771 -1.34213 0.109
H -2.04489 -1.59942 -0.91656 -0.083
H -3.48148 -4.55534 -0.55148 0.066
H -2.27492 -4.08584 0.55830 0.074
H -2.05656 -5.58186 -0.46959 0.061
O -1.66344 3.61828 1.84303 -0.312
P -1.99317 3.80421 0.39261 0.682
N -0.78306 3.38832 -0.72805 -0.203
C 0.28827 4.24433 -1.10618 -0.110
C -0.40600 1.97406 -0.68423 -0.251
N -2.42374 5.43225 0.08545 -0.324
C -2.54750 6.39757 1.15839 -0.132
C -3.02095 5.95298 -1.10838 -0.133
N -3.44186 3.01518 -0.11166 -0.275
C -4.42137 2.56430 0.87458 -0.131
C -3.90484 2.64563 -1.54157 -0.072
H 1.09065 4.29865 -0.37042 0.071
H -0.13786 5.23215 -1.28149 0.067
H 0.73489 3.84034 -2.01471 0.089
H 0.29866 1.73193 -1.47981 0.031
H -1.31000 1.36507 -0.68864 0.092
H -0.03509 1.78140 0.32245 0.035
H -3.51588 6.33821 1.65522 0.080
H -1.88702 6.08156 1.96586 0.065
H -2.16582 7.35363 0.80011 0.081
H -3.18479 5.19560 -1.87495 0.065
H -3.94760 6.48469 -0.89225 0.080
H -2.28583 6.65370 -1.50423 0.073
H -4.31174 1.49367 1.04724 0.024
H -4.29969 3.22763 1.73091 0.108
H -5.45032 2.66476 0.52922 0.091
H -4.01325 1.56745 -1.65935 0.038
H -3.30174 2.95036 -2.39685 0.067
H -4.86272 3.09611 -1.80167 0.070
O 2.46427 -1.36734 1.09241 -0.239
P 3.54273 -0.40991 1.41650 0.624
N 3.87772 0.59956 0.06511 -0.291
C 4.92954 1.60959 0.06284 -0.111
C 3.32741 0.34530 -1.26703 -0.105
N 5.02885 -1.19840 1.77882 -0.295
C 5.61313 -2.01241 0.66375 -0.092
C 5.29690 -1.63894 3.12147 -0.153
N 3.18940 0.56027 2.73828 -0.212
C 1.81825 0.63549 3.29217 -0.243
C 4.01990 1.55517 3.39766 -0.110
H 4.58979 2.53111 0.53558 0.068
H 5.09367 1.91206 -0.97140 0.067
H 5.88230 1.23723 0.43929 0.071
H 2.43213 0.92904 -1.48111 0.088
H 3.07158 -0.71022 -1.35935 0.101
H 4.02764 0.59983 -2.06265 0.076
H 5.09170 -2.96903 0.69699 0.079
H 5.53006 -1.67354 -0.36889 0.071
H 6.68631 -2.06596 0.84683 0.068
H 6.31015 -1.38614 3.43375 0.068
H 4.63750 -1.14460 3.83485 0.067
H 5.17044 -2.69454 3.36189 0.075
H 1.32893 1.60949 3.29145 -0.003
H 1.15479 -0.16756 2.97118 0.043
H 1.87960 0.50814 4.37297 0.097
H 3.74907 2.56612 3.09314 0.074
H 5.07205 1.44315 3.13592 0.072
H 3.96251 1.49565 4.48452 0.079
C -1.53142 -0.59117 -3.19537 -0.129
C -2.86732 -0.08860 -3.55386 -0.233
N -3.92147 0.26315 -3.86892 0.124
H -0.78782 0.06214 -3.65182 0.113
H -1.55288 -1.57272 -3.66887 0.045
H -1.35775 -0.65537 -2.12121 0.036

***

Number 1: orbital gap 9.43 eV. Number 2: orbital gap 5.96 eV.